Version w
The following is a DFT calculation (ωB97M-V/def2-TZVPD) of a gas-phase ion, C5H7N2 (charge +1).

Last column: Löwdin charge in e.
Cartesian coordinates (Å):
1 C -0.7318 1.9356 0.3757  0.13
2 H -2.8981 0.3296 0.7126  0.09
3 H -3.1003 0.6747 -0.8940  0.09
4 N -1.1025 0.7001 -0.0828  -0.10
5 H -2.3606 -0.7801 -0.4718  0.11
6 C 0.6265 1.8445 0.4529  0.13
7 H 2.8509 0.8692 -0.9996  0.15
8 H 0.0412 -1.0634 -0.7396  0.17
9 H 3.0850 0.4043 0.8812  0.15
10 N 1.1352 0.6883 0.0504  -0.11
11 H 2.5393 -0.8116 -0.1311  0.09
12 C 2.4775 0.2620 -0.0961  -0.01
13 C 0.0268 -0.0427 -0.3573  0.09
14 C -2.4560 0.2730 -0.2103  0.02

Properties
Total charge: +1
SMILES: Cn1c#c[n+](C)c1
LUMO level (alpha / beta) (Ha): -0.2781 / -0.2790
HOMO level (alpha / beta) (Ha): -0.552 / -0.551
Frontier orbital gap (alpha / beta) (eV): 7.45 / 7.40

***

Version x
The following is a DFT calculation (ωB97M-V/def2-TZVPD) of 2 unconnected molecules or ions with the total composition C5H7N2.

Last column: Löwdin charge in e.
Cartesian coordinates (Å):
1 H 4.1185 0.0622 -0.5621  0.16
2 H 3.5289 -0.8056 0.7809  0.28
3 C -2.7058 -0.9621 0.0227  -0.11
4 H -2.5238 0.8253 1.1644  0.07
5 N -1.0443 0.7851 -1.8041  0.26
6 H -4.2141 -0.0667 1.3436  0.07
7 C -0.0470 0.7094 -1.2306  -0.17
8 C -3.1914 -0.0581 0.8429  -0.09
9 H -1.6934 -0.8536 -0.3385  -0.01
10 C 2.3027 0.4838 -0.2199  -0.02
11 N 3.5463 0.1495 0.2033  0.26
12 H 3.7885 0.8910 0.7756  0.16
13 H -3.0978 -1.9079 -0.2834  0.05
14 C 1.2326 0.7476 -0.6950  0.09

Properties
Total charge: +1
LUMO level (Ha): -0.1846
HOMO level (Ha): -0.458
Frontier orbital gap (eV): 7.44

***

Of them, version w has the lowest stability.

***

Version w
The following is a DFT calculation (ωB97M-V/def2-TZVPD) of C4H7N3 in the gas phase.

Last column: Löwdin charge in e.
Cartesian coordinates (Å):
1 N -1.3701 1.6365 0.2951  0.03
2 H 1.1531 1.7611 0.7501  0.08
3 H -2.3703 1.7383 0.2027  0.07
4 H 1.7240 -1.6437 -0.1923  0.12
5 N -0.4681 -1.6582 -2.3666  0.14
6 C 0.6614 -1.4754 -0.0072  -0.11
7 H -0.8678 2.1998 -0.3828  0.08
8 H 2.3151 0.4851 0.6519  0.09
9 C -0.9450 0.2920 0.2846  -0.20
10 C 0.3696 -0.0625 0.4258  -0.39
11 N 1.4095 0.8500 0.3921  0.10
12 H 0.2277 -2.1986 0.6904  0.12
13 C -0.1237 -1.4966 -1.2725  -0.26
14 H -1.7155 -0.4278 0.5287  0.12

Properties
SMILES: N#CC/C(N)=C/N
LUMO level (Ha): 0.0293
HOMO level (Ha): -0.268
Frontier orbital gap (eV): 8.10

***

Version x
The following is a DFT calculation (ωB97M-V/def2-TZVPD) of C4H7N3 in the gas phase.

Last column: Löwdin charge in e.
Cartesian coordinates (Å):
1 N 0.0087 0.7014 0.1666  -0.05
2 C 3.3843 -0.0444 0.0282  -0.33
3 H -0.5890 -1.0562 -0.8553  0.11
4 H -3.0394 -0.7121 -0.1873  0.08
5 N 2.0623 -0.3017 0.1667  -0.01
6 H -2.3716 0.6665 -1.0839  0.08
7 H 1.7483 -1.2489 -0.0471  0.14
8 H -0.8165 -1.0919 0.9058  0.12
9 C -0.8806 -0.4538 0.0155  -0.25
10 C -2.2953 0.0864 -0.1574  -0.10
11 H -0.4766 1.5850 0.2157  0.10
12 N 4.4918 0.2659 -0.1113  0.14
13 H -2.5444 0.7493 0.6798  0.08
14 C 1.3179 0.8546 0.2640  -0.11

Properties
LUMO level (Ha): 0.0198
HOMO level (Ha): -0.333
Frontier orbital gap (eV): 9.59

***

Version y
The following is a DFT calculation (ωB97M-V/def2-TZVPD) of a molecular structure, C4H7N3.

Last column: Löwdin charge in e.
Cartesian coordinates (Å):
1 H 1.5214 0.8763 1.0839  0.08
2 C -0.1195 0.0050 -0.1973  -0.36
3 H -1.5635 -1.4212 -0.2805  0.14
4 N 0.9520 0.6392 -2.1978  0.06
5 H 0.7929 2.6033 -1.2024  0.13
6 H 0.7187 1.2083 -3.0218  0.09
7 N -0.3755 0.6473 -1.4941  0.03
8 H -0.3285 -0.5665 2.2780  0.08
9 C 0.7765 1.5190 -1.0829  -0.32
10 C 0.8918 0.7897 0.2152  -0.01
11 H -0.0262 -2.2412 1.7653  0.08
12 H -1.6862 -1.6909 2.1198  0.08
13 C -0.7255 -1.3988 1.6852  -0.08
14 N -0.9118 -0.9518 0.3253  -0.01

Properties
LUMO level (Ha): 0.0397
HOMO level (Ha): -0.286
Frontier orbital gap (eV): 8.87

***

Version z
The following is a DFT calculation (ωB97M-V/def2-TZVPD) of C4H7N3 in the gas phase.

Last column: Löwdin charge in e.
Cartesian coordinates (Å):
1 N -1.2126 1.8207 0.1174  0.00
2 H 0.2528 -1.5966 1.4979  0.13
3 C -0.9440 -0.3129 -0.9078  -0.24
4 C 1.1087 -1.0986 0.9914  -0.10
5 C 0.6940 0.1897 0.5509  -0.17
6 H 2.0703 -1.1252 -0.9111  0.12
7 N -0.8180 0.4515 0.2480  -0.17
8 C 1.0804 -0.9451 -0.5233  -0.26
9 N 0.0437 -0.9624 -1.3986  0.06
10 H -2.0383 1.9867 0.8680  0.14
11 H 1.0169 1.2753 0.7116  0.14
12 H 2.0761 -1.2443 1.3595  0.09
13 H -1.8082 -0.3068 -1.6684  0.14
14 H -1.5217 1.8682 -0.9354  0.11

Properties
SMILES: NN1C=N[C@@H]2C[C@@H]21
LUMO level (Ha): 0.0359
HOMO level (Ha): -0.317
Frontier orbital gap (eV): 9.59

***

Of them, version z has the lowest stability.